C24H16BN3O6S | wB97M-V/def2-TZVPD

Properties
- Molecular weight: 485.29 g/mol
- Total charge: 0
- E: -53399.311 eV
- SMILES: C#Cc1cc(CB(O)O)c2nsnc2c1CON=O.O=C1c2ccccc2C(=O)c2ccccc21

Each atom is followed by the atoms it is bonded to, with distances in Å.
CARTESIAN COORDINATES (ANGSTROEM)
1 C 0.012 4.290 6.724  C2 1.428, H20 1.191
2 C -0.204 4.481 5.326  C1 1.428, C3 1.672
3 C -0.145 4.117 3.695  C2 1.672, C4 1.652, C15 1.668
4 C 1.156 4.602 2.799  C3 1.652, C5 1.672, H21 1.194
5 C 1.343 4.260 1.173  C4 1.672, C6 1.639, C10 1.639
6 C 2.729 4.798 0.483  C5 1.639, B7 1.644, H22 1.193, H23 1.191
7 B 2.560 5.421 -1.030  C6 1.644, O8 1.506, O9 1.476
8 O 3.814 5.618 -1.840  B7 1.506, H24 1.021
9 O 1.296 5.778 -1.703  B7 1.476, H25 1.022
10 C 0.156 3.395 0.444  C5 1.639, N11 1.513, C14 1.639
11 N 0.132 2.940 -0.998  C10 1.513, S12 1.780
12 S -1.382 2.013 -1.134  N11 1.780, N13 1.779
13 N -2.128 2.080 0.480  S12 1.779, C14 1.540
14 C -1.141 2.911 1.321  C10 1.639, N13 1.540, C15 1.671
15 C -1.349 3.237 2.947  C3 1.668, C14 1.671, C16 1.663
16 C -2.687 2.658 3.746  C15 1.663, O17 1.498, H26 1.182, H27 1.194
17 O -2.620 1.165 3.633  C16 1.498, N18 1.371
18 N -3.174 0.617 4.761  O17 1.371, O19 1.224
19 O -2.978 -0.586 4.647  N18 1.224
20 H 0.276 4.289 7.886  C1 1.191
21 H 2.012 5.218 3.359  C4 1.194
22 H 3.547 3.933 0.558  C6 1.193
23 H 3.136 5.673 1.181  C6 1.191
24 H 4.559 5.199 -1.280  O8 1.021
25 H 1.203 5.295 -2.599  O9 1.022
26 H -2.671 2.952 4.890  C16 1.182
27 H -3.705 2.998 3.224  C16 1.194
28 O 1.291 -4.961 -0.106  C29 1.225
29 C 0.634 -4.580 -1.066  O28 1.225, C30 1.477, C43 1.477
30 C 0.698 -5.304 -2.352  C29 1.477, C31 1.401, C35 1.394
31 C 1.501 -6.447 -2.464  C30 1.401, C32 1.396, H44 1.089
32 C 1.536 -7.160 -3.664  C31 1.396, C33 1.395, H45 1.088
33 C 0.771 -6.737 -4.750  C32 1.395, C34 1.396, H46 1.088
34 C -0.016 -5.589 -4.646  C33 1.396, C35 1.400, H47 1.089
35 C -0.048 -4.868 -3.446  C30 1.394, C34 1.400, C36 1.476
36 C -0.869 -3.644 -3.350  C35 1.476, O37 1.226, C38 1.476
37 O -1.481 -3.230 -4.328  C36 1.226
38 C -0.949 -2.931 -2.060  C36 1.476, C39 1.401, C43 1.394
39 C -1.754 -1.790 -1.948  C38 1.401, C40 1.396, H48 1.089
40 C -1.862 -1.129 -0.724  C39 1.396, C41 1.395, H49 1.088
41 C -1.170 -1.604 0.389  C40 1.395, C42 1.397, H50 1.088
42 C -0.355 -2.733 0.277  C41 1.397, C43 1.401, H51 1.089
43 C -0.240 -3.395 -0.953  C29 1.477, C38 1.394, C42 1.401
44 H 2.096 -6.786 -1.619  C31 1.089
45 H 2.156 -8.050 -3.748  C32 1.088
46 H 0.788 -7.300 -5.681  C33 1.088
47 H -0.607 -5.262 -5.500  C34 1.089
48 H -2.301 -1.416 -2.812  C39 1.089
49 H -2.491 -0.245 -0.638  C40 1.088
50 H -1.262 -1.094 1.346  C41 1.088
51 H 0.184 -3.095 1.150  C42 1.089